i | # C2H2ClNO2

A 2-piece molecular cluster, C2H2ClNO2 overall (ωB97M-V/def2-TZVPD, OMol25).

E_LUMO = -0.4 eV
HOMO-LUMO gap = 8.473 eV
2S+1 = 1

Each line ends with the Löwdin charge.
Cartesian coordinates (Å):
C (-0.8681, 0.1326, -0.1886)  -0.110
C (1.1435, 0.9318, 0.0793)  -0.449
N (1.8079, -0.2335, -0.0057)  -0.381
O (-1.1925, -0.9874, -0.1752)  0.051
O (1.4185, 2.0639, 0.0179)  0.103
Cl (3.5411, -0.4945, -0.2262)  0.588
H (-1.5884, 1.0671, -0.4489)  0.130
H (1.2132, -0.9653, 0.3477)  0.067

---

ii | # C2H2ClNO2

The molecule C2H2ClNO2 (ωB97M-V/def2-TZVPD, OMol25).

E_LUMO = -0.2 eV
HOMO-LUMO gap = 10.160 eV
SMILES string = O=CC(=O)NCl
2S+1 = 1

Each line ends with the Löwdin charge.
Cartesian coordinates (Å):
O (1.1701, 0.1396, -0.7986)  0.086
C (0.3902, 0.6576, -0.0374)  -0.165
C (-0.7648, -0.0240, 0.6659)  -0.601
O (-0.9750, 0.3682, 1.7668)  0.095
N (-1.3978, -1.0162, 0.0605)  -0.364
Cl (-2.4036, -2.1658, 0.7895)  0.684
H (0.4307, 1.7554, 0.3961)  0.163
H (-1.2147, -1.3883, -0.8704)  0.103

---

The structure with the most favorable energy is ii; the runner-up is 39.3 kcal/mol above it.